{"formula": "C5H8O", "method": "ωB97M-V/def2-TZVPD", "gap_ev": 11.06, "e_tot_ha": -270.47944, "smiles": "C#C[C@@H](C)CO", "de_lowest_ev": 2.135, "symbols": ["O", "C", "C", "C", "C", "C", "H", "H", "H", "H", "H", "H", "H", "H"], "coordinates": [[-0.1827, 1.9074, -1.0618], [1.3041, -0.0374, 0.0976], [-0.7442, -1.3564, 0.7066], [-0.9019, 0.8189, -0.5526], [2.3911, 0.4179, 0.3503], [-0.0432, -0.4535, -0.3133], [-1.4105, 1.0778, 0.3927], [3.3824, 0.7589, 0.5511], [-1.6666, 0.5798, -1.2971], [-0.7748, -0.8650, 1.6845], [-0.2396, -2.3200, 0.8198], [0.0611, -0.9922, -1.2654], [-1.7787, -1.5399, 0.3907], [0.6036, 2.0037, -0.5029]]}